Entry 1:
C4H4N | wB97M-V/def2-TZVPD

ORCA input file:
```
! RIJCOSX wB97M-V def2-TZVPD def2/J DEFGRID3
* xyz 1 1
H -4.14807 -0.09789 -0.00794
C -0.07470 0.51070 -0.01721
N -2.00005 0.36200 0.04557
H 1.28910 -0.98028 -0.79734
H 1.37990 2.26598 -0.14674
H 1.28416 -0.80909 1.03219
C 0.86238 1.34101 -0.08869
C 0.97864 -0.41273 0.07165
C -3.10449 0.10530 0.00392
*
```

Results
* energy relative to the best compared isomer or geometry (same formula, charge and spin): 188.2 kJ/mol
* calculated total energy: -5689.70641 eV
* largest force on an atom: 1.77 eV Å⁻¹
* gap between HOMO and LUMO: 0.399 Ha

Atomic partial charges in e from the Löwdin method, atoms 1 to 5:
1 H 0.110
2 C -0.114
3 N 0.200
4 H 0.110
5 H 0.117

***

Entry 2:
C6H8Li2O3 | wB97M-V/def2-TZVPD

ORCA input file:
```
! RIJCOSX wB97M-V def2-TZVPD def2/J DEFGRID3
* xyz -1 2
H 0.48806 -2.24236 0.52527
O -4.51956 0.43354 -0.26314
H 2.97571 -0.05587 1.32094
H 0.13532 -0.58416 1.04915
C -1.35209 -1.43903 -0.22941
C -3.57120 -0.37189 -0.64078
H -3.79549 -1.06778 -1.47038
H 4.33036 2.27813 -0.13309
H -2.00428 0.45887 0.52652
C 3.44972 1.66763 0.15989
C 3.71863 0.41864 0.66799
Li 0.83929 1.08422 -0.80281
O 2.29550 2.08835 -0.26461
C 0.09262 -1.26543 0.16552
O 0.86846 -0.76076 -0.87900
H -1.62670 -2.32038 -0.82314
C -2.28765 -0.41140 -0.08516
Li -4.79193 2.00750 0.43325
H 4.75524 0.08217 0.74301
*
```

Results
* energy relative to the best compared isomer or geometry (same formula, charge and spin): 0.0 kJ/mol
* calculated total energy: -12903.31926 eV
* expectation value of S²: 0.78
* largest force on an atom: 2.01 eV Å⁻¹
* gap between HOMO and LUMO (alpha / beta): 0.104 / 0.138 Ha

Atomic partial charges in e from the Löwdin method, atoms 1 to 5:
1 H 0.083
2 O -0.376
3 H 0.020
4 H 0.082
5 C -0.117

***

Entry 3:
C9H56NO25P | wB97M-V/def2-TZVPD

ORCA input file:
```
! RIJCOSX wB97M-V def2-TZVPD def2/J DEFGRID3
* xyz 0 1
H 8.74143 -0.71754 -2.74291
H 3.78705 3.03936 2.93689
O 5.44771 -0.42845 -1.01686
H 4.77481 4.87742 3.86599
C 0.08811 -1.74357 -1.09228
H -5.35587 0.19147 -1.99739
O -2.99847 -5.44350 -0.26891
H 7.96268 -0.99539 0.38329
O 4.79910 2.11998 0.99387
H -2.46671 -6.39981 1.76610
H -4.54245 -3.73311 -0.64996
O 7.90874 -0.03400 0.39217
H 5.99690 0.22036 -0.55236
H -4.64374 -2.23448 -1.54271
H 1.49979 0.33327 -4.96610
O -4.04947 -2.23483 -4.24898
H 4.20644 1.65903 0.37659
H 8.62656 0.46299 -1.79072
O -0.24607 -0.61418 -1.89946
H 2.45249 -2.15938 -4.57797
H 4.72084 1.60898 1.80418
H -0.15581 1.83724 2.88185
O -1.36114 1.31436 -1.75699
H 1.12998 1.76667 -4.63811
C -1.48698 -0.32422 0.09586
H 2.58766 0.27211 -0.79718
H -0.04459 4.12031 -3.39145
H -7.72729 -1.64570 -5.11182
H -0.38195 -2.66434 -1.40801
H 0.34018 4.22371 1.07768
H -5.79819 -0.07969 -3.43179
H -0.43331 2.87584 -2.63276
O -1.80538 5.02686 -2.07687
H -1.61229 -7.64512 1.87191
H -4.47631 -1.73740 -3.53964
H 1.48212 2.88829 1.46106
H -2.97488 -5.85573 -1.13885
O 1.01599 5.20715 4.79872
H -2.07415 -5.23391 -0.07439
C -0.30334 -1.26995 0.30514
O 1.61015 1.23542 -5.28439
C -2.98020 -2.33560 -0.17350
C -1.71309 0.74813 1.15820
H 1.16024 -1.83829 -1.21889
H -1.21028 5.71294 -1.75863
O -0.87439 0.41293 4.28358
O 5.36227 5.64223 3.83359
H 1.67468 5.88326 4.98421
O 2.48428 1.13433 -0.37942
H 5.36298 -0.06956 -1.90573
O -0.99166 -2.03642 2.89282
H 1.77078 -1.67307 1.79720
O -5.07268 -0.63307 2.59075
C -4.39742 -2.66771 -0.58152
C -1.05810 0.25919 -1.26032
H -1.85969 4.40391 -1.34207
H -5.10909 -2.24688 0.12201
H -1.61168 0.33957 2.15588
C 0.63403 3.47159 1.80120
H 1.09796 4.58986 5.53126
O -0.86854 1.86206 0.92283
H -4.73861 -2.84319 -4.53238
O -7.17024 -2.01934 -4.42240
H -3.20027 -0.51537 -1.07793
H 7.85543 0.19581 1.32489
O 2.41847 -1.66431 -3.75344
O -5.77854 -0.47640 -2.55026
H 6.00891 5.42352 3.15722
H 3.91454 2.36469 4.30125
O 1.34928 -2.48292 2.10012
H -2.88865 -2.64810 0.85964
H -7.37279 -1.50193 -3.63511
H -4.36881 -0.80702 1.95203
O -0.59895 -3.90342 1.26810
P -0.20893 -2.42203 1.71297
C -0.50680 2.53496 2.12957
H -2.74733 1.05504 1.02340
H -0.75034 -0.54079 4.17853
O 0.30279 3.26987 -3.11024
H 0.50769 -0.57778 0.56225
H 1.83132 1.59474 -0.92366
H -1.33623 3.10172 2.55404
H -0.76090 -4.39771 2.08706
O 8.68006 0.24103 -2.72675
O 3.46281 3.08277 3.84653
H -1.67099 0.50132 4.81603
H 3.34100 -1.55946 -3.50233
H -5.62539 -1.41843 2.54326
H -2.31421 -2.88577 -0.83087
O -1.76456 -6.79763 2.29826
H 0.91279 3.94514 2.73835
N -2.82330 -0.89498 -0.22409
*
```

Results
* calculated total energy: -72211.05903 eV
* largest force on an atom: 1.39 eV Å⁻¹
* gap between HOMO and LUMO: 0.334 Ha

Atomic partial charges in e from the Löwdin method, atoms 1 to 5:
1 H 0.030
2 H 0.013
3 O -0.073
4 H -0.009
5 C -0.121

***

Entry 4:
C12H23N2NiO2P2 | wB97M-V/def2-TZVPD

ORCA input file:
```
! RIJCOSX wB97M-V def2-TZVPD def2/J DEFGRID3
* xyz 1 3
H -2.53631 2.61110 1.71635
P 1.98062 -0.33086 0.87235
H 2.97836 1.86955 0.45002
C 1.64942 2.07385 -2.35414
C -2.87417 -1.16555 1.20000
C 0.02672 1.41602 2.99992
H 0.34707 -3.18935 0.61505
C 1.48171 1.48963 -1.09897
C 2.70484 -1.74288 -0.10729
H 3.58414 0.71337 -0.71234
C 2.97360 -0.49742 2.40528
H -2.20223 -1.99935 0.93625
C 2.64986 1.04015 -0.19890
H 4.05874 -0.47435 2.27069
Ni 0.06802 0.99254 1.18716
P -2.05998 0.45860 0.85733
H 0.63931 2.84758 -4.11591
H -3.41792 1.40091 2.71078
H 0.11510 -4.64756 0.93583
H 3.03789 -2.55943 0.57980
H 2.67212 0.23375 3.15730
H 3.60842 -1.34521 -0.61586
H 2.70279 -1.48710 2.78966
C 0.53157 2.31373 -3.14494
H -4.00326 1.83128 1.05805
H -0.68949 -2.58530 -3.36593
N 0.22154 1.74762 4.12454
N 0.19983 1.20384 -0.67478
C -0.74105 1.93266 -2.70474
H 2.03212 -2.15011 -0.89367
C -0.90354 1.26363 -1.48851
H 2.66515 2.32159 -2.71666
H -2.77575 2.02087 -0.55887
O -1.33915 -3.39842 -3.51812
O -0.28175 -3.74955 1.13796
C -2.30257 1.03625 -0.87238
H -3.80023 -1.23275 0.60544
C -3.13148 1.69805 1.69907
H -1.98200 -3.26420 -2.74340
H -3.13887 -1.27119 2.27190
H -3.14551 0.49117 -1.37382
H -1.60367 2.08280 -3.32146
*
```

Results
* energy relative to the best compared isomer or geometry (same formula, charge and spin): 0.0 kJ/mol
* calculated total energy: -79506.07161 eV
* expectation value of S²: 2.01
* largest force on an atom: 4.65 eV Å⁻¹
* gap between HOMO and LUMO (alpha / beta): 0.295 / 0.330 Ha

Atomic partial charges in e from the Löwdin method, atoms 1 to 5:
1 H 0.046
2 P 0.883
3 H 0.104
4 C -0.005
5 C -0.213

***

Entry 5:
C4H12O3 | wB97M-V/def2-TZVPD

ORCA input file:
```
! RIJCOSX wB97M-V def2-TZVPD def2/J DEFGRID3
* xyz 0 1
H 0.90310 -1.07866 0.47757
H 0.73448 -2.08426 -1.98227
H -0.90845 0.18862 1.94201
H 0.97587 -0.57278 -2.06008
O -1.46861 -1.30906 -0.11920
H -1.16886 -1.36164 -1.03355
C 1.34245 -0.10918 0.66501
O 2.50713 0.00081 -0.15102
H 3.10177 0.63624 0.25896
C -1.00943 0.78793 1.03197
H -2.94191 -0.10109 0.54393
C 0.37236 1.02051 0.41308
H 0.83707 1.94871 0.76188
H 0.21461 1.13946 -0.66907
H -2.04324 0.54704 -0.83310
H -1.51996 1.71785 1.31213
H 1.60339 -0.10077 1.73670
O 0.41064 -1.28066 -2.40801
C -1.94239 0.01091 0.11306
*
```

Results
* energy relative to the best compared isomer or geometry (same formula, charge and spin): 34.4 kJ/mol
* calculated total energy: -10484.78284 eV
* largest force on an atom: 0.74 eV Å⁻¹
* gap between HOMO and LUMO: 0.395 Ha

Atomic partial charges in e from the Löwdin method, atoms 1 to 5:
1 H 0.100
2 H 0.057
3 H 0.115
4 H 0.032
5 O -0.083

***

Entry 6:
C27H36BrF6N5O4PS2V | wB97M-V/def2-TZVPD

ORCA input file:
```
! RIJCOSX wB97M-V def2-TZVPD def2/J DEFGRID3
* xyz 0 3
H 1.76693 0.43362 1.16301
N 1.44784 -1.49580 -0.42061
H 1.93221 -4.00503 -0.65048
C 0.76230 0.72942 3.67191
H -5.90241 -0.49856 1.77815
H 0.54901 3.96180 -3.09893
O 7.60559 -1.23668 -0.70611
F 7.17458 1.49583 -0.41444
H -4.49843 -2.71424 1.01025
C -5.12345 0.48420 0.01786
N -2.71990 0.01061 0.08456
H 1.07199 1.83657 0.40019
H -3.78857 -1.45192 2.00115
H -0.16099 5.60729 -1.11011
H -5.13034 0.26964 -1.05392
C -0.36556 -4.09790 -3.12584
C 0.93298 1.78694 2.58565
S 6.35403 -0.95945 -0.09820
H -0.28788 3.35146 0.54236
H -2.72354 3.99772 -1.15645
C -3.18851 -1.37968 -0.04681
H -2.34245 -2.05761 0.06703
C -0.61951 2.40966 -2.22492
C -1.98921 -0.25512 -2.75927
H -6.24951 -1.33294 0.27872
C -0.84903 -2.77270 -3.02190
Br 2.78706 1.12732 -1.94955
H 0.99743 3.57101 -1.46073
H -0.59056 -0.89596 4.14160
C -1.24781 3.08100 0.09321
F 7.13196 0.84363 1.64789
H -3.72934 1.28183 1.45761
C -5.47729 -0.77610 0.81180
H -1.89204 2.75150 0.90630
P -1.18006 0.42645 -0.37744
N -0.31549 0.38388 1.01297
C -1.81515 4.29506 -0.62487
C -0.50192 -0.08404 3.41644
H -2.13062 -2.98413 -4.73602
H 0.72822 1.19122 4.66016
C 0.57571 -4.55035 -2.24609
H 0.12280 2.52027 2.65191
C -1.81640 -2.31327 -3.94526
H -1.48304 2.54220 -2.88608
S 4.64687 -2.07222 1.60965
H -3.08753 -0.71577 -4.55781
N 6.14513 -1.80982 1.22110
C 0.92740 1.13007 1.21280
C -4.23415 -1.65647 1.02386
F 5.29269 1.35499 0.63343
C -0.36778 -1.89871 -2.00350
H -5.86331 1.26766 0.18739
H 0.02467 1.64302 -2.64596
C 6.49034 0.80375 0.48486
C 1.12707 -3.68078 -1.29745
H 1.87622 2.32226 2.71251
C -1.02086 -0.63294 -1.85140
H -3.60163 -1.56622 -1.04513
H -0.75933 -4.73717 -3.90560
F 5.52173 -3.90188 3.25118
H -3.54547 1.92068 -0.18027
F 5.50820 -1.89227 4.07161
O 5.15030 -0.96176 -0.93645
H 1.62992 0.06139 3.65504
O 3.96765 -3.06382 0.81998
H -2.10697 5.05103 0.10531
F 3.64140 -2.96880 3.80651
C -3.74659 1.01426 0.39251
O 3.86537 -0.83143 1.76302
N -1.07186 1.98126 -0.87799
C 0.73465 -2.35303 -1.20252
H -1.26953 5.34314 -2.44069
C -0.76848 4.84848 -1.60667
H 0.32523 -1.39571 1.90182
H -1.43000 -1.19656 1.82514
H -2.53909 0.66570 -2.60715
C 0.13874 3.72141 -2.11795
V 3.01488 -0.80951 -0.38091
H -1.38414 0.55563 3.52895
C 4.85731 -2.75609 3.30276
C -2.35036 -1.06468 -3.84676
H 0.93404 -5.57029 -2.30523
C -0.49434 -0.67749 2.01326
*
```

Results
* energy relative to the best compared isomer or geometry (same formula, charge and spin): 0.0 kJ/mol
* calculated total energy: -187219.87440 eV
* expectation value of S²: 2.07
* largest force on an atom: 0.51 eV Å⁻¹
* gap between HOMO and LUMO (alpha / beta): 0.260 / 0.271 Ha

Atomic partial charges in e from the Löwdin method, atoms 1 to 5:
1 H 0.052
2 N -0.127
3 H 0.101
4 C -0.189
5 H 0.108

***

Question: What is the formula in the second record?
Answer: C6H8Li2O3

***

What did the fourth record say?
C12H23N2NiO2P2 | wB97M-V/def2-TZVPD

ORCA input file:
```
! RIJCOSX wB97M-V def2-TZVPD def2/J DEFGRID3
* xyz 1 3
H -2.53631 2.61110 1.71635
P 1.98062 -0.33086 0.87235
H 2.97836 1.86955 0.45002
C 1.64942 2.07385 -2.35414
C -2.87417 -1.16555 1.20000
C 0.02672 1.41602 2.99992
H 0.34707 -3.18935 0.61505
C 1.48171 1.48963 -1.09897
C 2.70484 -1.74288 -0.10729
H 3.58414 0.71337 -0.71234
C 2.97360 -0.49742 2.40528
H -2.20223 -1.99935 0.93625
C 2.64986 1.04015 -0.19890
H 4.05874 -0.47435 2.27069
Ni 0.06802 0.99254 1.18716
P -2.05998 0.45860 0.85733
H 0.63931 2.84758 -4.11591
H -3.41792 1.40091 2.71078
H 0.11510 -4.64756 0.93583
H 3.03789 -2.55943 0.57980
H 2.67212 0.23375 3.15730
H 3.60842 -1.34521 -0.61586
H 2.70279 -1.48710 2.78966
C 0.53157 2.31373 -3.14494
H -4.00326 1.83128 1.05805
H -0.68949 -2.58530 -3.36593
N 0.22154 1.74762 4.12454
N 0.19983 1.20384 -0.67478
C -0.74105 1.93266 -2.70474
H 2.03212 -2.15011 -0.89367
C -0.90354 1.26363 -1.48851
H 2.66515 2.32159 -2.71666
H -2.77575 2.02087 -0.55887
O -1.33915 -3.39842 -3.51812
O -0.28175 -3.74955 1.13796
C -2.30257 1.03625 -0.87238
H -3.80023 -1.23275 0.60544
C -3.13148 1.69805 1.69907
H -1.98200 -3.26420 -2.74340
H -3.13887 -1.27119 2.27190
H -3.14551 0.49117 -1.37382
H -1.60367 2.08280 -3.32146
*
```

Results
* energy relative to the best compared isomer or geometry (same formula, charge and spin): 0.0 kJ/mol
* calculated total energy: -79506.07161 eV
* expectation value of S²: 2.01
* largest force on an atom: 4.65 eV Å⁻¹
* gap between HOMO and LUMO (alpha / beta): 0.295 / 0.330 Ha

Atomic partial charges in e from the Löwdin method, atoms 1 to 5:
1 H 0.046
2 P 0.883
3 H 0.104
4 C -0.005
5 C -0.213